164
Properties=species:S:1:pos:R:3 method="wB97M-V/def2-TZVPD" orbital_gap_ha=0.3935 charge=0 relative_energy_kcal_mol=0.0
C 3.4677 -0.5912 2.1069
C 4.0009 -1.7937 2.8633
C 3.8753 -1.5203 4.3395
C 4.7977 -0.4547 4.7438
N 5.5652 0.3532 4.9973
H 2.3810 -0.5912 2.0640
H 3.7231 -0.6354 1.0591
H 3.7796 0.3700 2.5084
H 5.0592 -1.9544 2.6804
H 3.4681 -2.7012 2.7045
H 4.1511 -2.3405 4.9882
H 2.8233 -1.2677 4.6636
C 0.3460 5.3716 1.4427
C 0.7391 4.0918 2.2239
C -0.3780 3.0426 2.4020
C 0.1317 1.9899 3.2402
N 0.7061 1.1497 3.7967
H -0.5292 5.8471 1.8633
H 0.2639 5.1978 0.3561
H 1.1716 6.0817 1.4568
H 1.0680 4.3738 3.2114
H 1.6519 3.6041 1.8713
H -0.6791 2.5407 1.4574
H -1.2886 3.5019 2.8488
C -5.9788 3.4834 0.6317
C -4.9982 3.5126 1.8211
C -5.3713 2.4723 2.9254
C -5.1669 1.1274 2.3905
N -5.0275 0.1275 1.8956
H -7.0357 3.6882 0.9108
H -5.9389 2.5345 0.0538
H -5.6837 4.3362 0.0302
H -4.9393 4.5082 2.3107
H -3.9944 3.3021 1.4617
H -6.3910 2.4921 3.3383
H -4.6485 2.4680 3.7938
C -3.1136 3.4719 -3.8299
C -1.9547 3.3990 -2.8239
C -2.4160 3.6656 -1.3577
C -3.2461 4.8926 -1.3111
N -4.0055 5.7303 -1.3907
H -2.7628 3.0366 -4.7523
H -3.4256 4.4542 -4.1142
H -3.9631 2.9494 -3.4551
H -1.2807 4.2086 -3.0438
H -1.4312 2.4456 -2.7683
H -1.5963 3.7127 -0.6563
H -3.1014 2.8714 -1.0322
C 5.3686 2.7255 0.7830
C 5.3526 4.1322 0.1067
C 4.0533 4.3735 -0.6171
C 3.8503 5.7281 -1.1724
N 3.6948 6.7086 -1.7237
H 6.3031 2.5502 1.3181
H 5.2361 1.9443 0.0075
H 4.5654 2.6135 1.5056
H 6.1559 4.2462 -0.6263
H 5.5509 4.9381 0.8537
H 3.2077 4.2110 0.0193
H 3.8883 3.7763 -1.5133
C -2.6326 -3.0677 -3.7316
C -2.9201 -1.7879 -2.9678
C -4.3706 -1.3408 -3.1852
C -4.5258 -0.0204 -2.6018
N -4.6460 0.9669 -2.0402
H -2.6490 -2.9076 -4.8466
H -3.2899 -3.9346 -3.4770
H -1.6384 -3.4169 -3.5194
H -2.2330 -1.0048 -3.3015
H -2.6135 -1.9449 -1.9050
H -5.1155 -2.0381 -2.8237
H -4.6381 -1.2285 -4.2205
C 3.5034 -3.0132 -3.2410
C 2.5189 -4.0973 -3.6024
C 2.0964 -5.0320 -2.4734
C 1.5397 -4.3511 -1.3017
N 1.1796 -3.7989 -0.3716
H 3.1107 -2.4079 -2.4597
H 3.6090 -2.4399 -4.2264
H 4.4916 -3.3826 -3.0963
H 2.9616 -4.7165 -4.4017
H 1.6909 -3.5671 -3.9996
H 2.8767 -5.6255 -1.9874
H 1.3190 -5.6774 -2.8459
C 4.6879 0.3015 -2.5575
C 3.5759 0.9738 -3.3293
C 4.1032 1.8208 -4.5155
C 4.8546 2.9848 -4.0008
N 5.4055 3.8957 -3.5574
H 5.5155 0.9075 -2.1219
H 5.1538 -0.4278 -3.2097
H 4.2349 -0.2338 -1.7236
H 2.9842 1.5565 -2.5960
H 2.9257 0.1930 -3.7597
H 3.2641 2.2524 -5.1127
H 4.7778 1.1832 -5.1494
C -0.5468 -1.8799 3.4526
C -1.0717 -3.1935 3.9120
C -0.4456 -3.7937 5.1753
C 0.9322 -4.1870 4.8691
N 2.0014 -4.4587 4.5728
H -0.5577 -1.0783 4.1844
H -1.1736 -1.5047 2.5992
H 0.4734 -1.8689 3.1192
H -0.9993 -3.8937 3.0531
H -2.1284 -3.1501 4.1146
H -0.9976 -4.6704 5.4145
H -0.5607 -3.0673 5.9969
C -1.7018 -7.0629 -2.1230
C -2.3184 -7.2010 -0.6910
C -3.8311 -7.3444 -0.6265
C -4.4772 -6.2603 -1.3483
N -4.9649 -5.3940 -1.9436
H -2.0787 -6.2257 -2.6962
H -1.8209 -7.9822 -2.6860
H -0.6016 -6.8509 -2.0034
H -2.0281 -6.3491 -0.0423
H -1.8582 -8.1277 -0.3310
H -4.0461 -7.3568 0.4408
H -4.1724 -8.2890 -1.0927
C 1.2756 0.7898 -6.7971
C 0.1397 1.3546 -5.9927
C -0.7796 0.2956 -5.3196
C -0.0016 -0.5823 -4.4854
N 0.7894 -1.1403 -3.8677
H 1.8986 1.6138 -7.1863
H 0.8613 0.1613 -7.5824
H 1.9028 0.2000 -6.1301
H -0.4122 2.1271 -6.5655
H 0.5516 1.9124 -5.1555
H -1.4089 -0.2195 -6.0471
H -1.4777 0.7718 -4.6217
Cl -2.2829 -3.4709 0.4959
C -3.6396 -2.5262 1.0656
C -4.9389 -3.2551 1.3512
Cl -4.7734 -4.4002 2.7004
H -3.8395 -1.7705 0.3261
H -3.3060 -1.8679 1.8287
H -5.3091 -3.7618 0.4771
H -5.7089 -2.5451 1.6839
Cl -2.6520 1.4621 5.6225
C -2.6905 -0.2169 6.2279
C -3.8355 -0.9623 5.5120
Cl -3.9663 -2.5949 6.1569
H -2.7673 -0.1764 7.3039
H -1.7650 -0.6944 5.9688
H -3.6410 -1.0894 4.4096
H -4.7815 -0.4294 5.6367
Cl 6.1617 5.6662 6.1924
C 6.0929 4.3794 4.9775
C 4.7039 4.0025 4.5733
Cl 3.8451 5.2307 3.5141
H 6.4329 3.4508 5.4232
H 6.7330 4.6316 4.1224
H 4.0132 3.7913 5.3722
H 4.6868 3.1218 4.0000
Cl 1.1350 2.1443 -0.7323
C 0.6634 0.3415 -0.8282
C -0.1207 -0.1853 0.3208
Cl -1.7628 0.5581 0.4114
H 1.5989 -0.1814 -0.9240
H 0.1459 0.3289 -1.7925
H 0.2930 0.0921 1.2504
H -0.2500 -1.2433 0.1849